This record from the Open Molecules 2025 dataset describes 9 unconnected molecules or ions with the total composition C40H106N8O13. The level of theory is ωB97M-V/def2-TZVPD.

The geometry in ORCA input format:
```
! wB97M-V def2-TZVPD RIJCOSX def2/J DEFGRID3
* xyz 0 1
C 0.799 -24.358 -2.189
C 1.097 -24.246 -0.707
C 2.067 -23.097 -0.577
O 3.308 -23.409 -1.148
C 4.247 -22.380 -0.812
N -0.027 -23.988 0.187
H 0.215 -23.444 -2.416
H 0.089 -25.164 -2.428
H 1.727 -24.338 -2.749
H 1.666 -25.102 -0.334
H 2.194 -22.918 0.507
H 1.716 -22.148 -1.002
H 5.122 -22.543 -1.431
H 4.545 -22.403 0.241
H 3.837 -21.378 -0.902
H -0.888 -24.206 -0.316
H -0.162 -22.991 0.370
C 2.442 -23.242 3.862
C 2.491 -24.654 4.588
C 2.837 -25.695 3.527
O 2.803 -27.003 4.085
C 3.270 -28.068 3.303
N 3.446 -24.653 5.719
H 1.828 -23.233 2.962
H 3.439 -22.943 3.520
H 2.059 -22.452 4.501
H 1.556 -24.930 5.098
H 3.861 -25.449 3.222
H 2.260 -25.701 2.605
H 3.222 -28.902 3.975
H 4.245 -27.717 3.022
H 2.653 -28.187 2.411
H 3.449 -25.514 6.249
H 4.386 -24.482 5.422
C 3.579 -24.485 -7.561
C 3.954 -22.978 -7.751
C 4.693 -22.556 -6.515
O 3.737 -22.458 -5.479
C 4.387 -22.404 -4.242
N 4.847 -22.795 -8.855
H 3.099 -24.900 -8.464
H 2.885 -24.656 -6.745
H 4.553 -24.993 -7.541
H 3.047 -22.357 -7.818
H 5.237 -21.612 -6.608
H 5.535 -23.223 -6.304
H 5.101 -23.232 -4.083
H 3.606 -22.615 -3.517
H 4.910 -21.457 -4.039
H 4.740 -23.526 -9.552
H 4.716 -21.891 -9.289
C 0.426 -20.555 -6.678
C 0.080 -21.677 -5.711
C 0.151 -22.981 -6.416
O -0.226 -24.045 -5.519
C 0.107 -25.334 -5.976
N 0.928 -21.624 -4.561
H 1.429 -20.643 -7.092
H 0.403 -19.633 -6.081
H -0.126 -20.565 -7.614
H -0.952 -21.616 -5.334
H 1.165 -23.226 -6.751
H -0.550 -22.940 -7.243
H -0.412 -25.644 -6.890
H -0.200 -25.987 -5.158
H 1.204 -25.473 -5.998
H 1.796 -21.185 -4.808
H 1.195 -22.553 -4.242
C -3.143 -24.924 -2.655
O -2.702 -24.993 -1.332
C -3.691 -25.056 -0.315
C -3.133 -24.959 1.079
N -2.375 -26.108 1.382
C -1.584 -26.028 2.664
C -0.568 -27.155 2.820
O -1.242 -28.413 3.070
C -0.135 -29.346 3.294
H -3.749 -25.800 -2.906
H -2.371 -24.650 -3.338
H -3.747 -24.034 -2.876
H -4.200 -26.029 -0.444
H -4.419 -24.258 -0.506
H -3.971 -24.792 1.757
H -2.548 -24.035 1.214
H -1.623 -26.260 0.708
H -2.300 -26.134 3.484
H -1.036 -25.092 2.711
H 0.092 -26.913 3.669
H 0.124 -27.223 1.981
H 0.437 -28.978 4.142
H 0.621 -29.405 2.511
H -0.673 -30.276 3.402
C 6.101 -18.933 -1.401
O 6.556 -20.210 -1.794
C 7.902 -20.256 -2.228
C 8.215 -21.682 -2.552
N 8.231 -22.449 -1.319
C 8.390 -23.860 -1.437
C 8.159 -24.521 -0.084
O 6.866 -24.299 0.418
C 5.882 -25.206 -0.041
H 5.135 -19.019 -0.936
H 6.099 -18.260 -2.257
H 6.760 -18.449 -0.685
H 8.564 -19.881 -1.431
H 8.053 -19.574 -3.074
H 9.185 -21.730 -3.005
H 7.429 -22.081 -3.191
H 7.385 -22.243 -0.811
H 9.402 -24.136 -1.763
H 7.714 -24.289 -2.214
H 8.853 -24.091 0.653
H 8.287 -25.596 -0.224
H 5.062 -24.933 0.592
H 6.236 -26.215 0.170
H 5.601 -25.032 -1.066
C -6.103 -30.750 0.020
O -5.349 -31.097 -1.172
C -4.158 -30.452 -1.241
C -3.648 -30.822 -2.670
N -2.321 -30.285 -2.938
C -2.347 -28.911 -3.124
C -0.971 -28.342 -3.335
O -0.173 -28.686 -2.259
C -0.484 -27.925 -1.078
H -6.443 -29.704 0.117
H -5.397 -30.997 0.804
H -6.955 -31.383 -0.023
H -3.407 -30.716 -0.454
H -4.215 -29.366 -1.105
H -4.381 -30.380 -3.366
H -3.673 -31.909 -2.754
H -1.678 -30.513 -2.186
H -2.730 -28.366 -2.237
H -2.882 -28.494 -3.980
H -1.017 -27.257 -3.404
H -0.567 -28.829 -4.218
H -0.633 -26.864 -1.258
H 0.381 -28.212 -0.472
H -1.391 -28.191 -0.538
C 4.787 -19.951 1.737
O 3.604 -19.858 1.005
C 2.544 -19.456 1.860
C 1.256 -19.658 1.112
N 0.187 -19.237 2.025
C -1.141 -19.257 1.407
C -1.543 -20.704 1.344
O -1.509 -21.202 0.053
C -2.699 -21.098 -0.628
H 4.656 -20.609 2.594
H 5.075 -18.931 2.012
H 5.566 -20.443 1.193
H 2.710 -18.439 2.220
H 2.522 -20.123 2.760
H 1.194 -20.704 0.858
H 1.297 -18.968 0.285
H 0.430 -18.323 2.396
H -1.224 -18.690 0.475
H -1.805 -18.828 2.153
H -2.560 -20.848 1.660
H -0.730 -21.228 1.818
H -2.583 -21.585 -1.603
H -3.037 -20.076 -0.799
H -3.420 -21.666 -0.030
O -0.305 -19.982 -2.461
H -0.024 -20.641 -3.121
H -0.403 -20.453 -1.617
*
```

Calculated values
**SMILES**: COC[C@H](C)N.COC[C@H](C)N.COC[C@H](C)N.COC[C@H](C)N.COCCNCCOC.COCCNCCOC.COCCNCCOC.COCCNCCOC.O
**E_tot**: -3003.46385 Ha
**Gap between HOMO and LUMO**: 0.3348 Eh
**Energy above the lowest of the compared OMol25 structures with the same formula, charge and spin**: 0.0000 eV
**E_HOMO**: -8.4 eV

=====

This record from the Open Molecules 2025 dataset describes 5 unconnected molecules or ions with the total composition C11H13Cl8F6N4O4. The level of theory is ωB97M-V/def2-TZVPD.

The geometry in ORCA input format:
```
! wB97M-V def2-TZVPD RIJCOSX def2/J DEFGRID3
* xyz 1 1
N 3.135 -4.024 1.202
C 2.919 -2.736 0.876
N 3.667 -1.819 0.038
C 2.947 -0.548 0.013
O 3.230 0.639 -0.671
N 1.818 -0.816 0.875
C 0.673 0.101 1.233
O 0.767 0.858 2.212
C -0.600 0.032 0.230
F -0.334 0.996 -0.790
F -0.554 -1.281 -0.361
C -2.016 0.237 0.960
F -2.309 1.649 0.903
F -1.982 -0.071 2.362
C -3.208 -0.493 0.171
F -3.089 -0.303 -1.247
F -4.415 0.206 0.541
C -3.428 -2.038 0.536
O -4.287 -2.677 -0.132
O -2.751 -2.757 1.560
N 1.727 -2.059 1.411
H 3.354 -4.780 0.522
H 3.050 -4.321 2.186
H 2.484 0.836 -1.325
H -3.272 -2.754 2.400
H 0.986 -2.431 2.021
C -3.319 4.480 -0.909
Cl -3.904 4.181 -2.549
Cl -2.206 5.854 -0.867
H -4.169 4.694 -0.263
H -2.798 3.593 -0.552
C 0.299 0.752 -4.129
Cl -0.863 2.064 -3.917
Cl 1.621 0.869 -2.955
H -0.213 -0.200 -3.992
H 0.715 0.806 -5.134
C 4.861 -6.443 -1.646
Cl 4.142 -7.126 -0.182
Cl 4.293 -4.791 -1.926
H 5.944 -6.431 -1.535
H 4.584 -7.062 -2.498
C -1.483 6.890 2.999
Cl -2.942 7.414 3.849
Cl -0.236 8.142 3.040
H -1.098 5.991 3.478
H -1.736 6.677 1.962
*
```

Calculated values
**E_tot**: -5227.22922 Ha
**Gap between HOMO and LUMO**: 0.2722 Eh
**Energy above the lowest of the compared OMol25 structures with the same formula, charge and spin**: 4.5444 eV
**E_HOMO**: -12.3 eV

=====

This record from the Open Molecules 2025 dataset describes a molecular structure, C20H28I2N3Ti. The level of theory is ωB97M-V/def2-TZVPD.

The geometry in ORCA input format:
```
! wB97M-V def2-TZVPD RIJCOSX def2/J DEFGRID3
* xyz -1 3
Ti -0.049 0.627 -1.579
C 2.527 -2.031 -1.804
C 1.203 -1.975 -1.042
C 1.391 -1.708 0.446
C 1.883 -2.771 1.194
C 2.187 -2.639 2.536
C 2.062 -1.389 3.119
C 1.574 -0.293 2.418
C 1.748 1.059 3.084
C 3.003 1.758 2.554
C 1.134 -0.470 1.085
N 0.489 0.535 0.344
C -0.348 1.408 0.874
C -0.994 2.383 0.077
C -1.872 3.421 0.426
C -2.196 4.068 -0.765
C -1.528 3.389 -1.790
N -0.803 2.383 -1.293
H 2.336 -2.124 -2.873
H 3.125 -2.886 -1.477
H 3.117 -1.131 -1.641
H 0.698 -2.934 -1.165
H 0.536 -1.246 -1.495
H 2.036 -3.725 0.701
H 2.549 -3.482 3.111
H 2.375 -1.246 4.147
H 1.855 0.891 4.158
H 0.902 1.727 2.957
H 3.885 1.134 2.712
H 3.155 2.711 3.064
H 2.910 1.963 1.488
H -0.655 1.332 1.915
H -2.214 3.672 1.419
H -2.843 4.923 -0.885
H -1.527 3.595 -2.849
I 2.360 3.429 -1.084
C 1.997 1.470 -1.977
I -0.145 -0.039 -4.305
H 2.800 0.877 -1.530
H 2.260 1.637 -3.021
C -2.492 -2.620 -1.054
C -2.707 -1.097 -0.934
C -3.034 -0.768 0.534
C -3.905 -0.677 -1.808
N -1.558 -0.385 -1.337
H -3.404 -3.166 -0.796
H -1.691 -2.932 -0.380
H -2.205 -2.871 -2.076
H -3.941 -1.303 0.823
H -3.197 0.304 0.656
H -2.217 -1.083 1.188
H -4.821 -1.180 -1.484
H -3.708 -0.929 -2.851
H -4.042 0.403 -1.735
*
```

Calculated values
**E_tot**: -2388.08396 Ha
**<S²>**: 2.012
**Gap between HOMO and LUMO (alpha / beta)**: 0.2259 / 0.2464 Eh
**Energy above the lowest of the compared OMol25 structures with the same formula, charge and spin**: 1.1866 eV
**E_HOMO (alpha / beta)**: -3.5 / -4.5 eV

=====

This record from the Open Molecules 2025 dataset describes 2 unconnected molecules or ions with the total composition C7H7BrO2. The level of theory is ωB97M-V/def2-TZVPD.

The geometry in ORCA input format:
```
! wB97M-V def2-TZVPD RIJCOSX def2/J DEFGRID3
* xyz 0 1
C 0.619 -2.513 1.370
C -0.097 -1.908 -0.920
C 0.440 -1.174 1.581
C -0.194 -0.595 -0.617
C 0.309 -2.959 0.055
C 0.127 -0.121 0.640
C -0.356 1.997 0.067
O 0.432 -4.094 -0.329
O 0.137 1.102 0.996
Br -3.157 0.013 -1.082
H 0.983 -3.085 2.238
H -0.263 -2.217 -1.886
H 0.648 -0.780 2.514
H -0.447 0.100 -1.465
H 0.389 1.965 -0.711
H -0.438 3.057 0.371
H -1.347 1.625 -0.172
*
```

Calculated values
**E_tot**: -2995.29622 Ha
**Gap between HOMO and LUMO (alpha / beta)**: 0.1604 / 0.1609 Eh
**Energy above the lowest of the compared OMol25 structures with the same formula, charge and spin**: 2.9589 eV
**E_HOMO (alpha / beta)**: -7.9 / -7.9 eV

=====

This record from the Open Molecules 2025 dataset describes C18H21NO2 in the gas phase. The level of theory is ωB97M-V/def2-TZVPD.

The geometry in ORCA input format:
```
! wB97M-V def2-TZVPD RIJCOSX def2/J DEFGRID3
* xyz 0 1
O -0.235 2.050 -2.016
C 0.116 1.013 -2.542
N -0.582 -0.138 -2.430
H -0.221 -0.981 -2.849
C -1.750 -0.264 -1.591
H -2.590 -0.649 -2.180
H -1.994 0.743 -1.246
C -1.489 -1.186 -0.391
C -2.663 -1.160 0.547
C -3.614 -2.171 0.531
C -4.708 -2.122 1.377
C -4.866 -1.058 2.247
C -3.924 -0.043 2.268
C -2.831 -0.093 1.422
H -2.101 0.703 1.438
H -4.042 0.791 2.945
H -5.719 -1.019 2.908
H -5.440 -2.917 1.356
H -3.495 -3.005 -0.146
H -0.592 -0.840 0.126
H -1.312 -2.204 -0.745
C 1.405 0.884 -3.337
H 1.593 1.823 -3.858
H 1.324 0.080 -4.070
C 2.558 0.599 -2.367
C 2.912 1.839 -1.535
O 3.734 1.518 -0.433
C 3.180 0.942 0.672
C 4.091 0.522 1.643
C 3.650 -0.061 2.813
C 2.294 -0.238 3.037
C 1.389 0.181 2.080
C 1.818 0.766 0.899
H 1.085 1.094 0.179
H 0.330 0.054 2.254
H 1.946 -0.696 3.950
H 4.368 -0.380 3.554
H 5.142 0.672 1.454
H 2.003 2.359 -1.217
H 3.509 2.532 -2.135
H 2.279 -0.213 -1.689
H 3.441 0.276 -2.922
*
```

Calculated values
**SMILES**: O=C(CCCOc1ccccc1)NCCc1ccccc1
**E_tot**: -903.75722 Ha
**Gap between HOMO and LUMO**: 0.3357 Eh
**Energy above the lowest of the compared OMol25 structures with the same formula, charge and spin**: 0.1497 eV
**E_HOMO**: -8.4 eV

=====

This record from the Open Molecules 2025 dataset describes a molecular structure, C41H62AsFeP2S3Si4Te. The level of theory is ωB97M-V/def2-TZVPD.

The geometry in ORCA input format:
```
! wB97M-V def2-TZVPD RIJCOSX def2/J DEFGRID3
* xyz -2 2
Fe 0.831 1.543 0.422
S -0.718 3.487 2.426
P -0.913 1.525 3.019
C -0.188 0.308 2.157
P 1.485 0.195 2.306
S 2.659 1.811 1.999
C 2.145 -1.288 1.422
C 1.292 -2.348 1.155
C 1.767 -3.497 0.537
C 3.107 -3.587 0.174
C 3.965 -2.534 0.450
C 3.484 -1.389 1.084
C 1.980 -0.437 4.038
C 1.149 -1.305 4.736
C 1.535 -1.843 5.960
C 2.774 -1.522 6.501
C 3.618 -0.662 5.810
C 3.219 -0.131 4.587
C -0.662 1.635 4.852
C 0.374 2.412 5.359
C 0.680 2.377 6.715
C -0.044 1.569 7.579
C -1.078 0.785 7.081
C -1.374 0.815 5.725
C -2.742 1.289 2.896
C -3.213 0.393 1.948
C -4.585 0.208 1.781
C -5.481 0.915 2.565
C -5.013 1.824 3.510
C -3.648 2.014 3.664
H 0.244 -2.243 1.416
H 1.086 -4.311 0.320
H 3.473 -4.473 -0.333
H 5.011 -2.597 0.176
H 4.147 -0.562 1.309
H 0.178 -1.543 4.310
H 0.864 -2.507 6.493
H 3.076 -1.933 7.458
H 4.586 -0.400 6.223
H 3.865 0.554 4.048
H 0.956 3.021 4.676
H 1.501 2.976 7.093
H 0.203 1.536 8.634
H -1.642 0.140 7.744
H -2.168 0.185 5.339
H -2.482 -0.138 1.345
H -4.946 -0.488 1.034
H -6.548 0.768 2.436
H -5.711 2.392 4.114
H -3.282 2.740 4.381
S -1.206 4.131 -0.328
C -0.402 3.061 0.655
C -1.630 1.093 -5.149
Si -2.657 -0.031 -4.059
C -3.802 -1.022 -5.180
C -3.711 1.058 -2.969
Si -1.254 -1.331 -2.748
Te -0.158 0.198 -1.258
Si -2.650 -2.983 -1.891
C -3.171 -4.285 -3.148
C -4.227 -2.210 -1.221
C -1.880 -3.922 -0.468
Si 0.237 -2.401 -4.174
C 1.183 -3.724 -3.246
C 1.490 -1.164 -4.799
C -0.529 -3.228 -5.684
H -2.251 1.877 -5.596
H -1.138 0.535 -5.952
H -0.852 1.569 -4.544
H -4.302 -0.352 -5.888
H -4.571 -1.536 -4.595
H -3.263 -1.783 -5.752
H -4.120 1.900 -3.537
H -3.103 1.464 -2.154
H -4.538 0.498 -2.524
H -3.544 -3.843 -4.076
H -3.969 -4.901 -2.716
H -2.334 -4.941 -3.406
H -4.966 -2.052 -2.013
H -4.015 -1.235 -0.772
H -4.667 -2.854 -0.453
H -1.019 -4.510 -0.800
H -2.615 -4.596 -0.015
H -1.526 -3.226 0.297
H 1.588 -3.318 -2.315
H 2.014 -4.099 -3.854
H 0.535 -4.567 -2.984
H 1.901 -0.613 -3.947
H 1.030 -0.428 -5.463
H 2.309 -1.660 -5.332
H -1.291 -3.960 -5.402
H 0.253 -3.747 -6.249
H -1.003 -2.499 -6.348
C 4.848 1.338 -1.137
C 3.567 1.408 -1.970
As 2.139 2.519 -1.205
C 1.367 3.160 -2.887
C 2.180 4.186 -3.667
C 3.229 4.089 -0.669
C 2.356 5.230 -0.147
H 5.510 0.544 -1.495
H 4.626 1.146 -0.087
H 5.401 2.279 -1.184
H 3.109 0.423 -2.078
H 3.789 1.790 -2.970
H 0.377 3.543 -2.631
H 1.217 2.246 -3.468
H 2.302 5.116 -3.109
H 1.682 4.434 -4.610
H 3.182 3.823 -3.917
H 3.865 4.406 -1.498
H 3.879 3.727 0.130
H 1.617 5.556 -0.881
H 2.971 6.092 0.132
H 1.795 4.905 0.731
*
```

Calculated values
**E_tot**: -8402.32818 Ha
**<S²>**: 0.811
**Gap between HOMO and LUMO (alpha / beta)**: 0.1667 / 0.1706 Eh
**Energy above the lowest of the compared OMol25 structures with the same formula, charge and spin**: 2.1443 eV
**E_HOMO (alpha / beta)**: -0.4 / -0.6 eV

=====

This record from the Open Molecules 2025 dataset describes a gas-phase ion, C4HO3 (charge -1). The level of theory is ωB97M-V/def2-TZVPD.

The geometry in ORCA input format:
```
! wB97M-V def2-TZVPD RIJCOSX def2/J DEFGRID3
* xyz -1 1
C 0.396 0.321 0.069
C -0.267 -0.043 -1.008
C -0.632 -0.159 -2.213
C 0.163 -0.146 1.848
O 0.011 0.798 2.581
O -1.253 -0.402 -3.176
O 0.322 -1.328 1.896
H 1.260 0.959 0.003
*
```

Calculated values
**SMILES**: O=C=C=CC(=O)[O-]
**E_tot**: -378.72055 Ha
**Gap between HOMO and LUMO**: 0.2682 Eh
**Energy above the lowest of the compared OMol25 structures with the same formula, charge and spin**: 0.2731 eV
**E_HOMO**: -3.5 eV